The following is a DFT calculation (ωB97M-V/def2-TZVPD) of a structure of composition C7H9Cl2NO4RuYb at a distorted geometry.

Results
Net charge: +4
Spin multiplicity: 7
Calculated total energy (a.u.): -2799.8614
Gap between HOMO and LUMO (alpha / beta) (eV): 8.1955 / 6.6050

Last column: Mulliken spin population.
CARTESIAN COORDINATES (ANGSTROEM)
Yb1 -0.573 -0.950 -3.825  1.021
Ru1 0.076 -0.981 -1.396  3.333
Cl1 -1.102 1.326 -3.091  0.129
Cl2 0.560 -2.947 -2.667  0.327
C1 -0.764 -2.121 -0.284  -0.023
C2 -0.503 -0.407 -6.622  0.008
C3 0.103 -2.923 -6.113  0.003
O1 -1.089 -2.945 0.517  0.106
O2 -0.507 -0.095 -7.737  -0.001
O3 0.388 -3.141 -7.197  0.000
C4 0.590 1.566 3.820  0.026
N1 -0.138 1.309 2.553  0.573
C5 -1.201 2.231 2.198  0.022
C6 0.342 0.459 1.615  0.016
C7 1.261 -0.579 2.176  0.025
O4 0.025 0.521 0.383  0.230
H1 0.201 2.507 4.239  0.003
H2 1.671 1.631 3.652  0.049
H3 0.501 0.774 4.576  0.052
H4 -0.974 2.690 1.218  0.045
H5 -2.174 1.694 2.163  0.056
H6 -1.225 2.967 3.017  0.007
H7 0.886 -1.536 1.835  -0.012
H8 2.232 -0.499 1.701  0.002
H9 1.414 -0.550 3.268  0.002

Cartesian forces (eV/Å) of the 6 atoms listed first:
-1.3130 0.1028 -6.6306
4.0250 4.8686 -0.0041
0.7009 -1.8536 0.6895
0.2327 0.8109 0.0868
-5.9019 -9.6796 9.8542
-0.2374 2.2850 -4.6966

The following is a DFT calculation (ωB97M-V/def2-TZVPD) of a cluster of 11 separate species, H24O12 in total at a distorted geometry.

Results
Calculated total energy (a.u.): -916.9756
Gap between HOMO and LUMO (eV): 9.0567

Last column: Löwdin charge in e.
CARTESIAN COORDINATES (ANGSTROEM)
H1 -0.013 0.094 0.466  0.063
H2 0.896 -1.017 -0.032  0.052
H3 -0.975 -1.589 0.516  0.066
H4 -1.082 -1.226 -0.955  0.040
H5 -2.134 1.026 1.609  0.080
H6 -2.516 2.322 0.913  0.047
H7 -3.347 -1.794 -0.101  -0.016
H8 -3.060 -3.223 -0.532  0.048
H9 -4.928 -1.105 -0.052  0.025
H10 -3.925 0.034 0.028  0.004
H11 2.676 1.764 -1.906  0.053
H12 1.439 2.229 -1.155  0.029
H13 -2.201 3.972 0.255  0.014
H14 -0.815 4.030 -0.367  0.033
H15 0.910 -4.072 -0.947  0.046
H16 1.050 -2.966 0.086  -0.001
H17 -1.087 0.450 -1.525  0.100
H18 -0.982 1.796 -0.826  0.056
H19 4.395 -1.327 -0.281  0.022
H20 3.328 -2.280 -0.793  0.029
H21 4.592 1.556 1.263  0.043
H22 4.167 0.813 0.006  -0.012
H23 1.282 0.374 2.476  0.059
H24 2.174 0.352 1.246  0.022
O1 0.242 -0.377 -0.335  -0.206
O2 -1.510 -1.750 -0.269  -0.082
O3 -2.034 1.499 0.775  -0.033
O4 -3.337 -2.699 0.229  -0.099
O5 -4.775 -0.255 0.377  -0.055
O6 2.319 1.860 -1.016  -0.043
O7 -1.690 4.431 -0.421  -0.035
O8 1.405 -3.829 -0.156  -0.043
O9 -0.614 0.905 -0.819  -0.161
O10 3.699 -1.921 0.021  -0.053
O11 4.944 1.034 0.533  -0.054
O12 1.507 0.887 1.691  -0.039

Cartesian forces (eV/Å) of the 6 atoms listed first:
1.0290 -0.3822 -0.0073
1.0458 -1.1091 0.3287
-0.3841 -0.1898 -0.4936
0.2784 -0.5260 0.7445
-0.1631 0.0048 0.1401
-0.2751 -0.2841 0.2953

The following is a DFT calculation (ωB97M-V/def2-TZVPD) of a structure of composition C6H17N3 at a distorted geometry.

Results
Calculated total energy (a.u.): -402.9213
Gap between HOMO and LUMO (eV): 7.6993

Last column: Löwdin charge in e.
CARTESIAN COORDINATES (ANGSTROEM)
C1 1.603 0.441 -0.590  -0.327
N1 1.154 0.471 -1.992  -0.012
N2 2.796 -0.390 -0.499  0.013
H1 1.799 0.973 -2.598  0.072
H2 1.043 -0.486 -2.314  0.060
H3 2.665 -1.222 0.066  0.048
H4 3.648 0.079 -0.204  0.063
H5 1.879 1.479 -0.356  0.107
H6 -0.588 0.593 -0.987  0.088
C2 -1.670 -1.202 -1.000  -0.098
C3 -2.450 0.785 0.205  -0.087
C4 0.336 1.084 1.769  -0.105
N3 -1.322 0.101 -0.431  -0.201
C5 0.293 -0.078 0.811  -0.311
C6 0.375 -1.324 1.301  -0.090
H7 -1.887 -1.907 -0.191  0.079
H8 -2.558 -1.114 -1.625  0.079
H9 -2.702 0.273 1.140  0.090
H10 -2.187 1.820 0.406  0.078
H11 -3.321 0.782 -0.451  0.075
H12 -0.815 -1.599 -1.542  0.075
H13 1.334 1.210 2.187  0.082
H14 0.080 2.005 1.246  0.066
H15 -0.346 0.944 2.611  0.080
H16 0.399 -2.203 0.677  0.034
H17 0.444 -1.514 2.361  0.042

Cartesian forces (eV/Å) of the 6 atoms listed first:
-0.3042 -0.4890 0.4265
-1.2638 -0.0265 0.8082
-0.1316 -0.1841 0.4671
-0.0647 -0.2883 0.2803
0.2954 0.2139 -0.1924
-0.1465 0.1186 0.1241

The following is a DFT calculation (ωB97M-V/def2-TZVPD) of a structure of composition C4H8S2 at a distorted geometry.

Results
Calculated total energy (a.u.): -953.4594
Gap between HOMO and LUMO (eV): 8.4642

Last column: Löwdin charge in e.
CARTESIAN COORDINATES (ANGSTROEM)
C1 -0.010 0.204 -1.315  -0.146
C2 -0.337 0.492 0.122  -0.367
C3 0.755 -0.369 -0.249  -0.796
C4 -1.620 0.056 0.796  -0.061
S1 2.870 0.719 0.274  0.418
S2 1.098 -2.150 -0.058  0.714
H1 -0.467 -0.645 -1.856  0.125
H2 0.641 0.980 -1.762  0.112
H3 0.045 1.479 0.467  0.136
H4 -2.374 -0.391 0.108  0.094
H5 -2.108 0.867 1.366  0.083
H6 -1.465 -0.716 1.529  0.050
H7 2.662 1.728 -0.552  -0.278
H8 0.309 -2.255 1.130  -0.085

Cartesian forces (eV/Å) of the 6 atoms listed first:
1.3196 0.5965 -1.5972
-1.1023 1.2549 1.1362
4.5030 -1.7557 2.1332
-0.9788 -0.2007 -0.1168
-2.2527 -1.7193 -0.2824
-1.7860 1.5488 1.6855

The following is a DFT calculation (ωB97M-V/def2-TZVPD) of a cluster of 2 separate species, C5H13NO3 in total at a distorted geometry.

Results
Calculated total energy (a.u.): -478.7415
Gap between HOMO and LUMO (eV): 9.7440

Last column: Löwdin charge in e.
CARTESIAN COORDINATES (ANGSTROEM)
C1 0.454 -0.470 2.613  -0.105
N1 -0.010 -0.421 1.230  -0.098
C2 0.943 -0.177 0.178  -0.325
C3 0.217 0.026 -1.157  -0.140
C4 -0.017 1.467 -1.561  -0.241
O1 -1.018 2.086 -0.743  -0.077
C5 1.994 -1.281 0.045  -0.210
O2 2.869 -1.260 -0.779  0.065
H1 1.313 0.183 2.720  0.084
H2 -0.288 -0.012 3.271  0.076
H3 0.632 -1.480 2.971  0.072
H4 -0.730 -1.088 1.015  0.110
H5 1.491 0.743 0.393  0.154
H6 0.750 -0.500 -1.949  0.118
H7 -0.736 -0.498 -1.236  0.097
H8 -0.413 1.478 -2.578  0.119
H9 0.900 2.038 -1.476  0.115
H10 -0.977 1.658 0.131  0.074
H11 1.931 -2.147 0.743  0.130
H12 -3.179 0.428 -1.855  0.035
H13 -2.666 -0.571 -0.792  -0.004
O3 -3.458 -0.202 -1.184  -0.050

Cartesian forces (eV/Å) of the 6 atoms listed first:
-0.6736 0.3793 -0.2135
-0.2255 0.7987 0.4981
-0.4032 -0.6700 -0.1520
0.2500 -0.4093 -0.9080
-0.7489 -0.2126 0.5049
0.1718 -0.3739 0.3071

The following is a DFT calculation (ωB97M-V/def2-TZVPD) of a cluster of 4 separate species, C4H14O3 in total at a distorted geometry.

Results
Calculated total energy (a.u.): -386.4956
Gap between HOMO and LUMO (eV): 9.7733

Last column: Löwdin charge in e.
CARTESIAN COORDINATES (ANGSTROEM)
C1 -1.415 -0.688 0.810  -0.193
C2 -1.382 0.627 0.792  -0.212
C3 -0.391 1.476 1.537  -0.104
C4 -2.293 -1.506 -0.100  -0.108
H1 -0.900 -1.325 1.518  0.102
H2 -2.103 1.168 0.180  0.103
H3 -0.872 1.977 2.383  0.070
H4 0.358 0.840 2.001  0.075
H5 0.049 2.217 0.870  0.055
H6 -2.760 -0.891 -0.873  0.067
H7 -3.089 -2.022 0.456  0.073
H8 -1.704 -2.280 -0.605  0.067
H9 4.111 0.739 -1.003  0.037
H10 2.556 0.761 -1.202  -0.003
O1 3.355 0.215 -1.279  -0.064
H11 -0.064 1.198 -1.520  0.039
H12 0.779 2.448 -1.714  0.055
O2 0.824 1.486 -1.773  -0.044
H13 2.085 -1.542 -0.395  0.010
H14 1.367 -2.868 -0.271  0.035
O3 1.487 -2.032 0.188  -0.060

Cartesian forces (eV/Å) of the 6 atoms listed first:
-1.0125 -1.1580 -0.3598
0.4468 0.7314 0.0658
-0.6328 -0.3559 0.7022
-0.2812 0.0122 0.0172
0.7249 0.4464 0.0191
0.1210 -0.1185 -0.2552

Result set for energy above the lowest of the compared OMol25 structures with the same formula, charge and spin: 134.0, 918.4, 401.3, 334.0, 193.9, 81.7 kJ/mol, one per record in the order listed.